1.
DFT (the ωB97M-V functional and the def2-TZVPD basis) results for a cluster of 2 separate species, C26H33N3O6 in total.

Structure (XYZ):
```
68
Properties=species:S:1:pos:R:3:lowdin_charge:R:1
C -6.214 -3.378 0.312 -0.058
O -5.425 -3.055 -0.862 -0.098
C -4.100 -2.761 -0.730 -0.256
C -3.385 -2.560 -1.938 0.008
C -2.056 -2.209 -1.899 -0.051
C -1.376 -2.046 -0.671 -0.261
C 0.033 -1.655 -0.693 0.080
C 0.953 -2.634 -0.882 -0.021
C 2.285 -2.301 -1.411 -0.345
O 2.611 -1.166 -1.760 0.089
N 3.159 -3.398 -1.562 0.015
C 4.412 -3.228 -2.273 -0.005
C 3.067 -4.544 -0.768 -0.412
O 3.993 -5.338 -0.589 0.077
N 1.831 -4.790 -0.180 0.009
C 1.708 -6.110 0.409 -0.011
C 0.690 -4.085 -0.601 -0.311
O -0.399 -4.651 -0.635 0.108
C -2.072 -2.314 0.520 -0.027
C -3.422 -2.623 0.509 -0.007
H -7.164 -3.709 -0.109 0.088
H -5.765 -4.201 0.891 0.094
H -6.370 -2.485 0.936 0.096
H -3.914 -2.708 -2.877 0.121
H -1.475 -2.073 -2.816 0.129
H 0.336 -0.608 -0.591 0.126
H 5.051 -4.028 -1.906 0.085
H 4.234 -3.366 -3.345 0.103
H 4.816 -2.233 -2.085 0.095
H 0.682 -6.220 0.741 0.090
H 1.975 -6.889 -0.315 0.105
H 2.410 -6.181 1.241 0.099
H -1.516 -2.311 1.463 0.127
H -3.952 -2.802 1.449 0.106
C -1.934 1.106 -1.963 -0.045
O -0.779 1.941 -2.059 -0.024
C -0.671 2.788 -1.015 -0.466
O -1.479 2.799 -0.097 0.105
C 0.527 3.721 -1.120 -0.167
C 0.115 5.022 -1.858 -0.093
C 0.185 6.157 -0.820 -0.136
C 0.837 5.563 0.436 -0.178
N 0.932 4.151 0.206 -0.059
C 1.192 3.357 1.272 -0.217
C 0.888 2.012 1.371 -0.057
C 0.576 1.443 2.706 -0.200
C 1.237 2.149 3.937 -0.184
C 2.232 3.269 3.609 -0.205
C 1.719 4.136 2.471 -0.151
H -1.887 0.436 -2.812 0.088
H -1.917 0.547 -1.030 0.083
H -2.853 1.696 -1.982 0.104
H 1.327 3.199 -1.675 0.163
H 0.825 5.205 -2.678 0.116
H -0.908 4.936 -2.256 0.122
H 0.779 7.015 -1.166 0.109
H -0.816 6.512 -0.523 0.113
H 1.827 6.016 0.610 0.117
H 0.213 5.794 1.320 0.121
H 0.689 1.369 0.512 0.084
H -0.514 1.532 2.909 0.112
H 0.798 0.363 2.678 0.096
H 0.419 2.588 4.535 0.106
H 1.718 1.402 4.578 0.100
H 2.389 3.903 4.493 0.109
H 3.230 2.903 3.343 0.112
H 2.521 4.833 2.197 0.116
H 0.940 4.794 2.900 0.119
```

Results
total energy = -1626.22398 Ha
HOMO level = -6.89 eV
strongest force on any atom = 2.6 eV/Å
SMILES = COc1ccc(C=C2C(=O)N(C)C(=O)N(C)C2=O)cc1.COC(=O)[C@H]1CCCN1C1=CCCCC1
energy above the lowest of the compared OMol25 structures with the same formula, charge and spin = 2.177 eV
molar mass = 483.56 g mol⁻¹
gap between HOMO and LUMO = 6.4 eV

2.
DFT (the ωB97M-V functional and the def2-TZVPD basis) results for a cluster of 6 separate species, C26H33N5O3 in total.

Structure (XYZ):
```
67
Properties=species:S:1:pos:R:3:lowdin_charge:R:1
O -1.043 -7.144 3.738 0.106
C -1.004 -6.107 3.056 -0.543
O -2.058 -5.272 3.037 0.057
C -1.898 -4.287 2.004 -0.126
C -0.492 -4.596 1.449 -0.133
O -0.146 -5.803 2.093 0.078
H -2.630 -4.506 1.227 0.117
H -2.086 -3.279 2.373 0.114
H 0.214 -3.820 1.745 0.113
H -0.428 -4.630 0.361 0.119
C 4.576 2.054 -2.859 -0.068
C 4.315 1.395 -1.645 -0.063
C 5.196 0.363 -1.278 -0.161
N 6.211 0.000 -2.069 0.055
C 6.407 0.642 -3.277 -0.128
C 5.652 1.712 -3.648 -0.093
H 3.985 2.909 -3.154 0.089
H 3.557 1.729 -0.952 0.068
H 5.081 -0.179 -0.351 0.090
H 7.206 0.342 -3.939 0.101
H 5.922 2.319 -4.499 0.106
C -0.049 2.930 -1.422 -0.110
C 1.071 3.162 -0.647 -0.072
C 2.106 4.082 -1.100 -0.119
N 2.003 4.691 -2.313 0.036
C 0.859 4.491 -3.016 -0.129
C -0.182 3.575 -2.649 -0.047
H -0.778 2.214 -1.072 0.086
H 1.195 2.512 0.207 0.071
H 3.061 4.246 -0.623 0.098
H 0.707 5.140 -3.866 0.094
H -1.130 3.465 -3.154 0.098
C 0.692 1.632 2.843 -0.090
C 0.572 3.014 2.978 -0.060
C -0.530 3.675 2.329 -0.137
N -1.499 3.014 1.667 0.060
C -1.413 1.623 1.625 -0.136
C -0.311 0.946 2.136 -0.093
H 1.585 1.097 3.132 0.104
H 1.323 3.524 3.564 0.096
H -0.562 4.741 2.157 0.101
H -2.183 1.121 1.059 0.080
H -0.199 -0.128 2.090 0.085
C -4.563 -0.389 1.785 -0.150
C -4.841 -1.374 0.760 -0.275
C -6.389 -1.692 0.476 -0.144
C -7.325 -0.550 0.258 -0.232
N -8.072 0.308 0.085 0.127
H -3.548 -0.478 2.173 0.058
H -5.172 -0.563 2.673 0.087
H -4.647 0.652 1.474 0.083
H -4.338 -2.298 1.043 0.084
H -4.330 -1.036 -0.142 0.093
H -6.827 -2.294 1.271 0.111
H -6.457 -2.248 -0.460 0.105
C 2.243 -1.290 0.020 -0.099
C 1.746 -1.647 -1.381 -0.238
C 0.339 -1.119 -1.637 -0.163
C -0.812 -1.666 -0.842 -0.169
N -1.696 -2.098 -0.247 0.185
H 2.418 -0.214 0.049 0.056
H 3.251 -1.682 0.151 0.069
H 1.602 -1.715 0.792 0.063
H 1.790 -2.731 -1.487 0.112
H 2.392 -1.196 -2.134 0.108
H 0.032 -1.218 -2.678 0.122
H 0.331 -0.071 -1.339 0.095
```

Results
total energy = -1509.94967 Ha
HOMO level = -9.78 eV
strongest force on any atom = 4.7 eV/Å
SMILES = O=C1OCCO1.c1ccncc1.c1ccncc1.c1ccncc1.CCCC#N.CCCC#N
energy above the lowest of the compared OMol25 structures with the same formula, charge and spin = 5.577 eV
molar mass = 463.58 g mol⁻¹
gap between HOMO and LUMO = 9.9 eV

3.
DFT (the ωB97M-V functional and the def2-TZVPD basis) results for a structure of composition C26H33O5Pr.

Structure (XYZ):
```
65
Properties=species:S:1:pos:R:3:lowdin_charge:R:1
O -0.540 -1.130 -1.365 -0.155
C -1.368 -0.341 -2.370 -0.093
C -2.339 -1.488 -2.608 -0.081
H -0.639 -0.076 -3.142 0.086
H -1.806 0.590 -1.937 0.106
C -1.501 -2.207 -1.524 -0.546
H -2.284 -2.000 -3.576 0.072
H -3.367 -1.321 -2.244 0.122
C -0.861 -3.394 -2.165 -0.002
H -0.349 -3.064 -3.082 0.086
H -1.687 -4.021 -2.529 0.098
H -0.270 -4.014 -1.470 0.097
C -2.496 -2.390 -0.385 -0.024
H -3.142 -1.512 -0.279 0.075
H -2.115 -2.631 0.610 0.053
H -3.171 -3.204 -0.662 0.101
Pr 0.314 0.632 0.714 1.426
C -1.545 0.898 2.713 -0.186
C -1.251 2.223 2.332 -0.179
C -1.752 2.440 1.021 -0.188
H -0.852 2.995 3.013 0.125
C -2.377 1.232 0.598 -0.218
C -2.245 0.279 1.642 -0.194
H -2.700 -0.713 1.689 0.103
H -1.360 0.444 3.685 0.110
H -1.732 3.386 0.469 0.114
H -2.988 1.102 -0.312 0.107
C 1.314 -0.973 2.888 -0.180
C 0.071 -1.625 2.652 -0.164
C 0.179 -2.318 1.417 -0.185
H -0.783 -1.647 3.321 0.103
C 1.462 -2.069 0.870 -0.200
C 2.189 -1.284 1.811 -0.194
H 3.263 -1.059 1.768 0.111
H 1.565 -0.437 3.799 0.103
H -0.521 -3.064 1.046 0.082
H 1.834 -2.510 -0.064 0.104
O -0.171 -0.737 -4.616 -0.204
C -1.151 -1.531 -5.378 -0.197
C -1.093 -1.206 -6.858 -0.169
H -2.195 -1.219 -5.157 0.116
H -1.044 -2.607 -5.198 0.123
C -0.335 0.113 -6.896 -0.155
H -2.089 -1.072 -7.279 0.114
H -0.564 -1.999 -7.374 0.108
C 0.241 0.381 -5.486 -0.140
H -1.060 0.910 -7.149 0.115
H 0.459 0.053 -7.649 0.112
H -0.123 1.339 -5.064 0.123
H 1.325 0.363 -5.495 0.113
O 0.775 1.920 4.665 0.033
C 2.058 2.312 4.935 -0.250
C 2.542 2.343 6.247 -0.026
C 3.815 2.861 6.500 -0.082
C 4.604 3.353 5.436 -0.089
C 4.120 3.289 4.135 -0.023
C 2.859 2.753 3.867 -0.073
C 2.269 2.824 2.499 -0.547
O 2.341 3.890 1.899 0.071
O 1.689 1.727 2.080 -0.236
H 0.281 1.770 5.496 0.128
H 1.869 2.050 7.059 0.113
H 4.147 2.964 7.530 0.099
H 5.586 3.788 5.637 0.099
H 4.698 3.640 3.268 0.127
```

Results
total energy = -1903.66656 Ha
HOMO level (alpha / beta) = -7.36 / -7.36 eV
strongest force on any atom = 3.6 eV/Å
<S²> = 2.004
energy above the lowest of the compared OMol25 structures with the same formula, charge and spin = 1.754 eV
molar mass = 566.45 g mol⁻¹
2S+1 = 3
gap between HOMO and LUMO (alpha / beta) = 7.2 / 7.2 eV

The highest energy above the lowest of the compared OMol25 structures with the same formula, charge and spin belongs to which entry? C26H33N5O3

Repeat the second record exactly.
DFT (the ωB97M-V functional and the def2-TZVPD basis) results for a cluster of 6 separate species, C26H33N5O3 in total.

Structure (XYZ):
```
67
Properties=species:S:1:pos:R:3:lowdin_charge:R:1
O -1.043 -7.144 3.738 0.106
C -1.004 -6.107 3.056 -0.543
O -2.058 -5.272 3.037 0.057
C -1.898 -4.287 2.004 -0.126
C -0.492 -4.596 1.449 -0.133
O -0.146 -5.803 2.093 0.078
H -2.630 -4.506 1.227 0.117
H -2.086 -3.279 2.373 0.114
H 0.214 -3.820 1.745 0.113
H -0.428 -4.630 0.361 0.119
C 4.576 2.054 -2.859 -0.068
C 4.315 1.395 -1.645 -0.063
C 5.196 0.363 -1.278 -0.161
N 6.211 0.000 -2.069 0.055
C 6.407 0.642 -3.277 -0.128
C 5.652 1.712 -3.648 -0.093
H 3.985 2.909 -3.154 0.089
H 3.557 1.729 -0.952 0.068
H 5.081 -0.179 -0.351 0.090
H 7.206 0.342 -3.939 0.101
H 5.922 2.319 -4.499 0.106
C -0.049 2.930 -1.422 -0.110
C 1.071 3.162 -0.647 -0.072
C 2.106 4.082 -1.100 -0.119
N 2.003 4.691 -2.313 0.036
C 0.859 4.491 -3.016 -0.129
C -0.182 3.575 -2.649 -0.047
H -0.778 2.214 -1.072 0.086
H 1.195 2.512 0.207 0.071
H 3.061 4.246 -0.623 0.098
H 0.707 5.140 -3.866 0.094
H -1.130 3.465 -3.154 0.098
C 0.692 1.632 2.843 -0.090
C 0.572 3.014 2.978 -0.060
C -0.530 3.675 2.329 -0.137
N -1.499 3.014 1.667 0.060
C -1.413 1.623 1.625 -0.136
C -0.311 0.946 2.136 -0.093
H 1.585 1.097 3.132 0.104
H 1.323 3.524 3.564 0.096
H -0.562 4.741 2.157 0.101
H -2.183 1.121 1.059 0.080
H -0.199 -0.128 2.090 0.085
C -4.563 -0.389 1.785 -0.150
C -4.841 -1.374 0.760 -0.275
C -6.389 -1.692 0.476 -0.144
C -7.325 -0.550 0.258 -0.232
N -8.072 0.308 0.085 0.127
H -3.548 -0.478 2.173 0.058
H -5.172 -0.563 2.673 0.087
H -4.647 0.652 1.474 0.083
H -4.338 -2.298 1.043 0.084
H -4.330 -1.036 -0.142 0.093
H -6.827 -2.294 1.271 0.111
H -6.457 -2.248 -0.460 0.105
C 2.243 -1.290 0.020 -0.099
C 1.746 -1.647 -1.381 -0.238
C 0.339 -1.119 -1.637 -0.163
C -0.812 -1.666 -0.842 -0.169
N -1.696 -2.098 -0.247 0.185
H 2.418 -0.214 0.049 0.056
H 3.251 -1.682 0.151 0.069
H 1.602 -1.715 0.792 0.063
H 1.790 -2.731 -1.487 0.112
H 2.392 -1.196 -2.134 0.108
H 0.032 -1.218 -2.678 0.122
H 0.331 -0.071 -1.339 0.095
```

Results
total energy = -1509.94967 Ha
HOMO level = -9.78 eV
strongest force on any atom = 4.7 eV/Å
SMILES = O=C1OCCO1.c1ccncc1.c1ccncc1.c1ccncc1.CCCC#N.CCCC#N
energy above the lowest of the compared OMol25 structures with the same formula, charge and spin = 5.577 eV
molar mass = 463.58 g mol⁻¹
gap between HOMO and LUMO = 9.9 eV

Which of these has the lowest energy above the lowest of the compared OMol25 structures with the same formula, charge and spin? C26H33O5Pr

energy above the lowest of the compared OMol25 structures with the same formula, charge and spin of number 2 (C26H33N5O3)? 5.577 eV